No. 1
C27H29N7ORh as an isolated structure. Source: the Open Molecules 2025 dataset; level of theory: ωB97M-V/def2-TZVPD.

XYZ file:
```
65
Properties=species:S:1:pos:R:3:forces:R:3
Rh -1.26133 -0.26060 1.97083 0.00 0.18 -0.07
C 0.51326 -3.72619 -1.91536 -0.01 0.00 -0.01
C 1.62562 -2.90022 -2.49953 0.00 0.00 0.01
C 2.75562 -3.49028 -3.05716 0.00 0.00 0.00
C 3.77697 -2.72268 -3.59863 0.00 0.00 0.00
C 3.69155 -1.33820 -3.59746 0.00 0.00 0.00
C 2.57629 -0.72716 -3.04615 0.00 0.00 0.01
C 1.56124 -1.50462 -2.50602 0.00 -0.01 0.00
N 0.42658 -0.85433 -1.91479 0.00 0.02 0.01
C 0.30910 -0.63797 -0.58781 0.01 -0.04 -0.03
N 1.39060 -0.94333 0.15684 -0.01 0.01 0.00
C 1.69467 -0.69964 1.51431 0.00 -0.01 0.00
C 0.73093 -0.38725 2.47595 0.09 -0.03 0.00
C 1.14436 -0.19636 3.80104 -0.05 0.02 0.00
C 2.47473 -0.30160 4.15248 0.03 -0.01 -0.01
C 3.41353 -0.62395 3.17769 0.00 0.00 0.01
C 3.05234 -0.83290 1.85715 -0.03 0.01 -0.01
C 4.08788 -1.19561 0.82618 0.01 0.00 0.00
N -0.80157 -0.14245 -0.07128 0.00 -0.01 0.00
C -1.83554 0.27326 -0.97082 -0.01 0.03 0.03
C -2.88659 -0.59278 -1.25172 0.03 0.02 0.00
C -3.91485 -0.19282 -2.09064 -0.02 0.00 -0.01
C -3.88453 1.07716 -2.64602 0.00 0.00 0.00
C -2.82841 1.93444 -2.36820 0.01 0.00 0.01
C -1.78547 1.55352 -1.53111 -0.02 0.01 0.00
C -0.63600 2.47710 -1.24022 0.00 0.00 -0.01
H 0.73089 -4.78740 -2.01318 0.00 0.00 0.00
H -0.43411 -3.52988 -2.42080 0.00 0.00 0.00
H 0.36576 -3.51197 -0.85382 0.00 0.00 0.00
H 2.83052 -4.57038 -3.07062 0.00 0.00 0.00
H 4.64181 -3.21024 -4.02840 0.00 0.00 0.00
H 4.48289 -0.73871 -4.02595 0.00 0.00 0.00
H 2.47896 0.35141 -3.03383 0.00 0.00 0.00
H -0.41775 -0.73954 -2.45791 -0.01 -0.01 0.00
H 2.15957 -1.30814 -0.38766 0.00 -0.01 0.00
H 0.41122 0.02251 4.56989 0.00 0.00 0.00
H 2.78590 -0.15532 5.17799 0.00 0.00 0.00
H 4.45664 -0.72204 3.45179 0.00 0.00 0.00
H 5.07643 -1.23249 1.27776 0.00 0.00 0.00
H 4.12540 -0.46788 0.01068 0.00 0.00 0.00
H 3.89946 -2.18032 0.38610 0.00 0.00 0.00
H -2.89147 -1.58239 -0.81386 0.00 0.00 -0.04
H -4.72973 -0.87203 -2.30233 0.01 -0.01 0.00
H -4.68261 1.40204 -3.29981 0.00 0.00 0.00
H -2.80953 2.92250 -2.81216 0.00 0.00 0.00
H -0.78764 3.44351 -1.71776 0.00 0.00 0.00
H 0.30891 2.06842 -1.60692 0.00 0.00 0.00
H -0.51905 2.63452 -0.16656 0.00 0.00 0.01
N -4.86906 -4.10691 -0.86882 0.06 0.03 -0.07
C -4.10171 -3.93208 -0.02610 -0.12 0.01 0.07
N -3.19862 -3.79301 0.93982 0.04 -0.16 0.08
C -2.93056 -2.72323 1.51171 0.04 0.19 -0.21
N -2.60283 -1.72304 2.06538 -0.05 -0.14 0.22
C -0.62914 5.07572 2.97681 0.02 -0.02 0.00
N -1.54080 3.99590 2.62470 -0.03 0.03 -0.01
C -2.92604 4.36098 2.34667 0.00 -0.01 0.00
C -1.12762 2.75268 2.53003 0.01 0.00 0.00
O -1.87614 1.80135 2.21200 0.00 -0.09 0.01
H -0.97706 5.57143 3.88221 0.00 0.00 0.00
H -0.58787 5.80371 2.16698 0.00 0.00 0.00
H 0.36814 4.67753 3.14941 0.00 0.00 0.00
H -3.28450 5.01688 3.13812 0.00 -0.01 0.00
H -3.53666 3.46536 2.30499 0.00 0.00 -0.01
H -2.98496 4.88741 1.39358 0.00 0.01 0.00
H -0.06803 2.58860 2.75030 0.00 0.00 0.00
```
Positions in Å, forces in eV/Å.

Summary:
Spin multiplicity   5
HOMO level (spin up / spin down)   -10.9 / -11.6 eV
Gap between HOMO and LUMO (spin up / spin down)   0.328 / 0.223 hartree
Total charge   +1
Energy   -43947.927 eV

No. 2
A 2-piece molecular cluster, C33H34BF3O2S overall at a distorted geometry. Source: the Open Molecules 2025 dataset; level of theory: ωB97M-V/def2-TZVPD.

XYZ file:
```
74
Properties=species:S:1:pos:R:3:forces:R:3
C 3.28768 4.17156 4.58331 0.10 -0.03 -0.04
C 1.94640 3.48801 4.30444 0.48 -0.02 0.28
C 0.92271 3.99172 5.31327 -0.19 -0.20 0.25
O 1.50236 3.91847 2.99773 0.34 -0.57 0.51
B 1.86044 2.89367 2.15844 -3.09 0.21 -1.12
C 1.16707 2.78019 0.69790 1.88 -0.69 0.04
C 2.16565 3.80625 0.20926 1.84 -0.62 -0.52
C 3.50062 3.79623 0.56256 -1.67 -0.71 -0.92
C 4.30807 4.98673 0.66042 0.91 1.37 -0.25
C 5.65126 4.92241 1.11979 -0.83 -0.05 -0.26
C 6.37714 6.08510 1.34651 -0.26 0.55 -0.10
C 5.78480 7.33941 1.11681 -0.07 -0.32 -0.01
C 4.46582 7.42255 0.64594 0.26 -0.25 -0.04
C 3.74184 6.26218 0.40030 0.36 -0.39 0.29
C -0.16637 2.92060 0.01901 -0.18 0.13 -0.13
C -0.66732 1.77705 -0.62347 0.02 0.20 -0.40
C -1.42803 1.89587 -1.78405 -0.23 0.09 0.30
C -1.78070 3.16091 -2.25130 -0.09 0.04 0.03
C -1.47276 4.28885 -1.49314 -0.14 -0.08 0.20
C -0.71011 4.16782 -0.32824 0.20 -0.17 -0.28
O 2.46122 1.79414 2.70811 -0.25 0.37 0.37
C 2.08604 1.90463 4.10725 0.07 0.26 0.36
C 3.18090 1.19324 4.86891 0.16 0.18 0.27
C 0.75011 1.19068 4.33581 -0.13 -0.02 -0.05
H 3.59723 4.02656 5.62665 0.00 -0.05 -0.24
H 4.08120 3.81181 3.91214 -0.22 0.09 0.17
H 3.16224 5.24795 4.41337 0.04 -0.22 0.01
H 1.19890 3.71464 6.34217 -0.05 -0.01 -0.29
H 0.88917 5.08811 5.26664 0.08 -0.24 -0.04
H -0.08932 3.62419 5.10632 0.25 0.00 -0.01
H 1.51331 1.76495 0.43375 0.06 0.27 -0.12
H 1.77521 4.59651 -0.43168 -0.07 0.37 0.82
H 4.00034 2.84748 0.78838 -0.38 0.24 0.55
H 6.09737 3.94070 1.30612 -0.14 0.32 -0.03
H 7.40282 6.02901 1.71676 -0.31 0.01 -0.14
H 6.34588 8.25325 1.30275 -0.08 -0.21 0.00
H 3.99388 8.39262 0.47530 0.24 -0.26 0.04
H 2.71183 6.31982 0.03605 0.43 0.11 0.25
H -0.38509 0.78860 -0.26151 0.19 0.20 -0.17
H -1.75570 1.00361 -2.32364 0.13 0.27 0.18
H -2.34265 3.26467 -3.17709 0.13 -0.01 0.16
H -1.82574 5.27064 -1.82222 0.11 -0.32 0.17
H -0.46207 5.05348 0.25981 0.11 -0.18 -0.24
H 2.97020 1.21981 5.94156 0.14 -0.06 -0.03
H 3.21792 0.14798 4.53462 -0.04 0.25 0.13
H 4.15709 1.64899 4.67139 -0.19 -0.10 0.10
H 0.55636 1.11093 5.41656 -0.02 0.07 -0.30
H -0.09311 1.71814 3.86835 0.20 -0.08 0.07
H 0.78388 0.17375 3.91965 0.11 0.28 0.09
C -3.20912 0.58778 5.83672 0.17 -0.55 0.35
C -3.04578 1.47581 4.66982 0.61 1.39 -0.34
C -2.84154 2.84640 4.66567 -0.18 -0.94 -0.20
C -2.89265 3.41266 3.35825 -0.01 -0.91 -0.50
C -3.13044 2.46190 2.36812 0.69 0.37 1.89
C -3.67762 2.66832 1.05694 -0.30 0.13 -1.28
C -4.01922 3.96747 0.61768 -0.10 -0.57 0.22
C -4.72516 4.13223 -0.56025 0.47 -0.13 -0.20
C -4.94609 3.02699 -1.37808 -0.40 -0.23 -0.13
C -5.38999 3.23644 -2.79585 -0.22 0.14 -0.63
F -4.93863 2.23581 -3.62094 -0.52 0.81 0.62
F -6.74887 3.29053 -2.93584 0.92 -0.02 -0.08
F -4.88772 4.40835 -3.30724 -0.55 -0.89 0.34
C -4.68230 1.73014 -0.93970 0.36 0.39 -0.07
C -4.01398 1.55824 0.25786 -0.05 0.29 0.14
S -3.09088 0.85357 3.06716 -0.65 0.75 0.05
H -3.27670 1.17261 6.75868 0.02 -0.10 -0.15
H -4.12196 -0.01306 5.72946 0.21 0.11 0.15
H -2.35986 -0.10181 5.92055 -0.17 0.02 0.12
H -2.69832 3.40750 5.58390 -0.13 -0.01 -0.16
H -2.78105 4.47442 3.15748 -0.20 -0.21 0.05
H -3.69915 4.82963 1.20207 -0.36 -0.21 -0.09
H -5.05075 5.11428 -0.88878 0.28 -0.06 -0.02
H -4.94581 0.87779 -1.55722 0.20 0.13 -0.01
H -3.70030 0.55683 0.55978 -0.29 0.28 0.00
```
Positions in Å, forces in eV/Å.

Summary:
Spin multiplicity   1
HOMO level   -7.6 eV
Gap between HOMO and LUMO   0.276 hartree
SMILES   CC1(C)OB([C@H](/C=C/c2ccccc2)c2ccccc2)OC1(C)C.Cc1ccc(-c2ccc(C(F)(F)F)cc2)s1
Total charge   0
Energy   -58533.468 eV

No. 3
A 3-piece molecular cluster, H6O2S2 overall at a distorted geometry. Source: the Open Molecules 2025 dataset; level of theory: ωB97M-V/def2-TZVPD.

XYZ file:
```
10
Properties=species:S:1:pos:R:3:forces:R:3
S -0.06903 1.63784 0.64951 -0.44 0.19 0.60
S -1.30796 0.87490 2.17078 0.82 -0.10 -0.25
H -0.02416 2.88017 1.18478 0.26 -0.28 -0.21
H -2.32982 1.65988 1.89155 -0.61 0.18 -0.14
O -1.48470 -3.66060 -5.14287 -0.40 0.78 -1.18
H -1.82434 -4.41023 -4.66795 0.47 -0.23 0.66
H -0.67068 -3.28264 -4.80752 -0.07 -0.55 0.52
O 3.85941 -0.86950 0.16663 -0.37 0.19 0.19
H 3.70132 -0.17036 0.81284 -0.09 -0.11 -0.11
H 4.80959 -0.90094 0.08955 0.44 -0.08 -0.09
```
Positions in Å, forces in eV/Å.

Summary:
Spin multiplicity   1
HOMO level   -9.3 eV
Gap between HOMO and LUMO   0.348 hartree
SMILES   SS.O.O
Total charge   0
Energy   -25862.355 eV

No. 4
C25H30Cl2FHfN3OS as an isolated structure at a distorted geometry. Source: the Open Molecules 2025 dataset; level of theory: ωB97M-V/def2-TZVPD.

XYZ file:
```
64
Properties=species:S:1:pos:R:3:forces:R:3
Hf -0.26622 0.60996 -1.21988 0.77 1.40 0.03
C -1.29949 -4.32284 2.15606 -0.07 0.08 -0.15
N -1.77827 -3.04482 1.65183 0.10 -0.08 0.10
C -1.53646 -2.56804 0.43118 0.03 -0.23 0.01
N -0.71695 -3.29013 -0.35880 -0.13 0.11 0.09
S -2.35362 -1.17107 -0.08815 0.12 0.04 -0.11
H -1.69970 -4.47615 3.15323 0.01 0.03 0.02
H -0.21091 -4.34516 2.20702 0.04 0.00 0.04
H -1.64481 -5.13583 1.51434 0.02 -0.01 0.01
H -2.36615 -2.47104 2.23307 -0.03 -0.01 -0.06
H -0.03550 -3.89164 0.08408 0.05 -0.03 -0.01
H -0.36256 -2.81335 -1.17328 -0.01 -0.01 0.03
C 3.04018 -4.18288 0.21401 0.02 0.06 -0.13
C 2.45172 -3.73339 1.38779 -0.06 0.02 0.12
C 1.81090 -2.50348 1.44507 -0.06 0.06 -0.03
C 1.73092 -1.67343 0.31388 0.28 -0.21 0.00
C 2.39567 -2.11532 -0.84445 -0.07 0.27 0.09
C 3.01971 -3.34948 -0.89993 0.02 -0.12 0.08
N 0.97545 -0.51196 0.27470 -0.34 -0.17 -0.46
C 0.95479 0.36560 1.34242 0.06 0.08 0.48
C -0.08652 1.30574 1.43680 -0.19 0.04 0.11
C -0.09557 2.31081 2.39435 0.10 0.04 -0.07
C 0.93598 2.40960 3.31354 0.03 -0.04 0.00
C 1.97116 1.48143 3.25204 -0.06 0.00 -0.04
C 1.98648 0.48596 2.29021 -0.01 -0.07 0.03
H 3.53446 -5.14439 0.17768 0.00 0.01 -0.01
H 2.49075 -4.35785 2.27366 -0.01 0.04 0.02
H 1.33423 -2.17708 2.36148 0.00 -0.02 0.04
H 2.43556 -1.44121 -1.69089 0.03 -0.02 -0.01
H 3.51578 -3.65921 -1.81195 -0.02 0.03 -0.01
H -1.02060 1.21639 0.86387 -0.05 -0.17 -0.08
H -0.92364 3.00900 2.41624 0.01 -0.02 0.00
H 0.93421 3.18537 4.06709 -0.01 0.00 -0.01
H 2.79150 1.54257 3.95732 -0.01 -0.01 -0.01
H 2.82971 -0.18971 2.23805 0.00 -0.02 0.00
C 3.32396 1.83588 -0.60071 -0.08 -0.13 -0.07
O 2.31076 1.46735 -1.53736 0.35 -0.13 -0.06
C 1.09563 2.18793 -1.48324 -1.31 -0.45 -0.03
C 1.28553 3.67382 -1.34381 0.42 -0.25 -0.14
H 3.71329 2.83237 -0.81168 0.02 0.03 -0.05
H 4.13274 1.11519 -0.71243 -0.01 -0.05 0.03
H 2.94451 1.80778 0.42082 0.03 0.05 0.02
H 1.77555 3.93195 -0.39677 -0.02 0.01 0.00
H 0.33894 4.19824 -1.34960 -0.06 0.05 -0.08
H 1.92416 4.05693 -2.15385 -0.10 0.09 0.07
Cl 0.19259 -1.30549 -3.16865 -0.10 0.03 0.02
C -1.46238 -1.95069 -3.50254 0.02 -0.01 -0.16
Cl -1.96420 -1.57136 -5.13581 0.00 -0.03 0.00
H -2.12053 -1.47907 -2.78578 -0.03 0.04 0.06
H -1.41418 -3.02605 -3.37410 0.05 -0.01 -0.05
F -3.84383 4.40896 1.55763 0.02 -0.02 -0.03
C -3.44360 3.65936 0.50346 0.01 -0.04 -0.05
C -3.98411 2.39706 0.33424 -0.02 -0.04 -0.02
C -3.56406 1.62497 -0.73591 0.02 0.23 -0.01
C -2.60515 2.09071 -1.66416 -0.04 -0.17 0.36
C -2.05000 1.20536 -2.69956 0.20 -0.23 -0.03
C -2.11238 3.38762 -1.45469 0.04 -0.03 0.05
C -2.52141 4.17235 -0.38117 0.02 0.01 -0.04
H -4.72684 2.03321 1.03281 0.02 0.01 -0.01
H -4.00948 0.65076 -0.88812 -0.02 0.00 0.01
H -1.60847 1.77048 -3.52046 0.01 -0.01 -0.04
H -2.79182 0.50906 -3.09052 -0.01 -0.02 0.06
H -1.42247 3.78906 -2.18457 0.02 0.01 0.04
H -2.13497 5.17327 -0.23715 0.00 -0.01 0.00
```
Positions in Å, forces in eV/Å.

Summary:
Spin multiplicity   1
HOMO level (spin up / spin down)   -5.6 / -5.5 eV
Gap between HOMO and LUMO (spin up / spin down)   0.211 / 0.211 hartree
Total charge   0
Energy   -72831.756 eV